This record from the OMol25 dataset describes a molecular structure, C7H18NO8PS3Si in a non-equilibrium geometry. The level of theory is ωB97M-V/def2-TZVPD.

**Lowest unoccupied orbital energy**: 0.0059 Ha
**Energy**: -2759.5307 Eh
**HOMO-LUMO gap**: 0.3357 hartree
**Relative energy (zero: lowest compared OMol25 entry of this formula, charge and spin)**: 0.9211 eV
**Spin multiplicity**: 1

Element x y z (Å)
C (3.03219, -1.17376, 2.87351)
Si (3.72330, -0.52968, 1.22338)
C (5.17558, -1.64476, 0.66130)
C (4.39507, 1.25316, 1.43021)
C (2.47093, -0.52525, -0.22051)
O (2.14068, -1.75713, -0.89462)
S (1.19121, -1.18446, -2.16591)
O (0.15884, -2.09569, -2.67063)
O (2.19130, -0.94821, -3.23367)
O (0.63963, 0.22496, -1.45694)
C (1.07377, 0.13703, -0.05252)
N (1.05958, 1.51685, 0.34859)
P (-0.33116, -0.97563, 0.67808)
S (-2.02096, -0.42117, -0.16567)
H (1.93514, -1.21392, 2.93599)
H (3.43501, -2.18172, 3.07167)
H (3.45656, -0.53583, 3.66918)
H (4.85826, -2.69528, 0.74643)
H (6.02541, -1.45574, 1.33444)
H (5.43868, -1.44998, -0.38937)
H (3.58144, 1.97123, 1.59058)
H (4.96306, 1.51552, 0.52270)
H (5.10556, 1.20892, 2.26954)
H (2.96306, 0.09327, -1.00683)
H (1.41399, 1.59530, 1.29403)
H (0.11374, 1.87939, 0.28274)
H (-0.11095, -2.33567, 0.29842)
H (-0.39726, -0.83608, 2.08977)
C (-5.22850, 0.79839, -1.94102)
C (-6.70369, 0.78624, -2.29325)
O (-7.37789, 0.88164, -1.03536)
S (-6.48714, 1.76689, -0.01824)
O (-6.98030, 3.10617, -0.02882)
O (-6.31450, 1.02637, 1.18733)
O (-5.11062, 1.72961, -0.86128)
H (-4.89707, -0.18048, -1.58695)
H (-4.60678, 1.11043, -2.77688)
H (-7.00008, -0.11947, -2.81630)
H (-6.97510, 1.65855, -2.89312)

Atomic partial charges in e from the natural (NBO) method, atoms 1 to 6: -1.116 1.568 -1.087 -1.083 -0.384 -0.653